DFT (the ωB97M-V functional and the def2-TZVPD basis) results for a 2-piece molecular cluster, C16H17NO overall in a non-equilibrium geometry.

Atoms and positions in Å:
H -1.23 0.09 0.91
H 3.20 -2.18 0.01
C 1.50 1.70 1.29
C -2.72 -2.76 -2.24
H 2.69 -3.66 -1.61
C -0.71 3.20 0.63
H -3.38 -0.65 -0.37
H -2.84 -3.81 -1.85
C -2.03 3.93 0.32
C -2.28 -1.10 -0.42
H 1.58 -0.93 1.39
C 2.17 -2.26 -0.30
N -1.17 -0.72 0.38
C -1.79 -2.05 -1.32
C 0.48 1.62 2.22
H 0.14 -3.76 -2.64
H -2.31 -2.77 -3.20
H -1.94 4.72 -0.50
H -1.42 2.39 2.51
O 2.68 1.25 1.79
C 1.31 -1.39 0.49
H 0.19 3.69 -1.30
C 1.50 2.32 0.05
H 0.45 1.07 3.15
H -2.33 4.35 1.26
C -0.65 2.36 1.77
H 2.35 2.24 -0.58
H -2.68 3.16 -0.20
C -0.02 -1.41 -0.04
H -3.65 -2.26 -2.38
C 0.32 3.00 -0.30
C -0.40 -2.25 -1.13
H 3.48 1.12 1.21
C 0.58 -3.14 -1.79
C 1.82 -3.07 -1.39

The value obtained for the energy above the lowest of the compared OMol25 structures with the same formula, charge and spin is 2.5660 eV. For the lowest unoccupied orbital energy, the calculation gives 0.751 eV. Its total charge is 0.



DFT (the ωB97M-V functional and the def2-TZVPD basis) results for one molecule with the formula C9H22O4P2S4.

Atoms and positions in Å:
H 3.05 -2.36 -2.34
H 1.77 -5.12 -1.94
C -0.23 -4.43 2.10
C -1.99 1.70 -2.35
P -1.02 2.26 0.02
H -3.23 5.25 0.49
O 1.02 -3.56 -0.92
H -0.97 -4.84 1.41
H -1.13 2.27 -2.73
C -3.33 4.83 1.49
H -4.09 1.99 -2.00
S 0.11 3.67 -0.74
H -0.41 -4.84 3.09
S 0.94 -0.62 -1.13
O -2.27 2.76 0.88
C 2.64 -3.29 -2.72
H -2.08 0.77 -2.92
H 3.42 -3.83 -3.26
H -3.46 2.79 -3.45
H -3.11 3.46 -1.85
H 0.45 -2.51 2.79
H 1.83 -3.06 -3.40
H -2.22 3.49 2.79
O -1.72 1.28 -1.01
C -3.25 2.54 -2.42
O -0.21 -2.34 0.84
H -3.31 5.64 2.22
S -0.07 0.88 1.31
C -2.18 3.88 1.77
C 1.33 0.56 0.19
P 1.19 -2.33 0.08
H 2.14 0.16 0.80
H -4.27 4.30 1.56
H -1.22 4.39 1.62
H 0.76 -4.72 1.77
S 2.79 -2.39 1.21
C 2.14 -4.15 -1.58
H -1.31 -2.59 2.49
C -0.33 -2.92 2.14
H 1.62 1.50 -0.28
H 2.93 -4.31 -0.84

The value obtained for the energy above the lowest of the compared OMol25 structures with the same formula, charge and spin is 0.0182 eV. For the lowest unoccupied orbital energy, the calculation gives 0.615 eV. Its total charge is 0.



DFT (the ωB97M-V functional and the def2-TZVPD basis) results for C22H36AuN6Te as an isolated structure.

Atoms and positions in Å:
C 2.75 0.68 -2.03
C 4.47 2.01 1.00
H -1.98 3.43 5.18
H 2.83 -0.93 0.97
H 3.01 -3.97 -2.99
H 0.62 4.47 0.96
H -4.72 4.06 3.49
H 2.95 2.56 2.87
H -0.53 -3.94 -0.61
H -0.77 -0.96 -3.15
C -1.36 -1.84 -3.40
H -2.71 -0.73 1.56
C -4.69 3.04 3.86
H 4.29 0.47 -3.51
H -4.43 -1.12 -1.82
H 1.95 4.01 2.77
C 0.31 -3.41 -1.05
Te -2.96 2.02 3.10
H 5.24 1.73 0.28
C 2.37 -2.05 -2.28
H -4.03 -1.91 1.64
H -5.57 2.50 3.52
C 1.31 -4.14 -1.72
C -3.22 -3.22 -2.63
H 4.26 -0.59 -0.02
H -3.72 -3.57 -1.74
H -3.96 -2.83 -3.34
C 3.71 -0.31 0.88
H 4.16 3.03 0.79
Au -0.79 0.51 0.59
H -0.37 3.00 1.06
C 2.10 1.53 0.58
H -1.65 4.34 3.68
C 1.99 2.94 2.56
C -4.31 -0.99 -0.75
C -1.64 3.35 4.15
H 1.26 -5.22 -1.75
N -3.18 -1.76 -0.25
H -5.23 -1.32 -0.26
H -4.18 0.08 -0.54
C -2.04 -1.79 -1.02
C 0.31 -2.03 -0.99
C 3.39 -1.39 -3.01
H -0.69 -2.65 -3.67
H 1.22 2.43 3.17
C 1.45 -1.31 -1.47
H -1.98 -1.60 -4.26
H 4.92 1.97 2.00
C 2.28 -3.45 -2.38
C 1.79 0.07 -1.24
H -2.71 -4.06 -3.11
C 3.54 -0.04 -2.93
H -4.65 3.03 4.94
N 3.35 1.10 0.88
N 1.73 2.73 1.14
H 0.52 3.37 -0.43
N -0.88 -1.44 -0.50
H 4.04 -1.99 -3.63
C 0.56 3.42 0.65
H 4.35 -0.49 1.75
H -2.34 -2.46 1.53
C -3.06 -1.72 1.19
H 2.92 1.74 -1.90
N 1.25 0.88 -0.20
H -0.63 2.95 4.13
N -2.24 -2.20 -2.30

The value obtained for the energy above the lowest of the compared OMol25 structures with the same formula, charge and spin is 1.8889 eV. For the lowest unoccupied orbital energy, the calculation gives -3.242 eV. Its total charge is +1.



DFT (the ωB97M-V functional and the def2-TZVPD basis) results for C4H10N3 as an isolated structure in a non-equilibrium geometry.

Atoms and positions in Å:
N 1.21 1.60 0.93
C -0.95 -0.53 -1.24
H 0.87 2.36 1.47
H -1.20 0.27 -1.95
C -1.46 -1.78 -1.30
H 0.97 1.61 -1.13
H -1.27 -2.49 -0.52
H -1.22 -2.04 1.40
C -0.43 -1.51 1.89
H -2.10 -2.09 -2.19
N -0.01 -0.06 -0.31
H -0.05 -1.69 2.86
C 0.38 1.31 -0.26
H -0.48 1.90 -0.01
N 0.07 -0.51 1.24
H 0.81 0.38 1.35
H 2.24 1.41 0.77

The value obtained for the energy above the lowest of the compared OMol25 structures with the same formula, charge and spin is 3.4468 eV. As for the multiplicity: 3. For the lowest unoccupied orbital energy (spin up / spin down), the calculation gives -3.327 / -6.883 eV. Its total charge is +1.



DFT (the ωB97M-V functional and the def2-TZVPD basis) results for a 2-piece molecular cluster, C4H13N3O overall in a non-equilibrium geometry.

Atoms and positions in Å:
C 2.25 -0.14 -0.14
H 2.50 1.86 -0.86
H -1.97 -1.88 1.29
H -2.47 -1.73 -0.43
O -2.39 2.12 -0.14
N -2.35 0.72 -0.41
H 2.22 0.13 0.92
H -3.14 2.42 -0.68
C -1.73 -1.45 0.31
H 1.32 -1.63 -1.27
H 0.82 1.34 -0.73
N 1.32 -1.32 -0.30
H 3.28 -0.43 -0.39
C -1.60 0.04 0.38
H -1.08 1.56 1.63
N -0.89 0.59 1.43
C 1.82 1.03 -1.00
H -0.64 -0.02 2.19
H 1.67 -2.09 0.26
H 1.83 0.75 -2.06
H -0.77 -1.85 -0.01

The value obtained for the energy above the lowest of the compared OMol25 structures with the same formula, charge and spin is 2.4602 eV. For the lowest unoccupied orbital energy, the calculation gives 1.006 eV. Its total charge is 0.



DFT (the ωB97M-V functional and the def2-TZVPD basis) results for C29H26N5O4Ta as an isolated structure in a non-equilibrium geometry.

Atoms and positions in Å:
Ta -0.41 0.23 -0.07
H -4.52 0.60 -1.80
H -3.70 0.97 -0.35
N 1.82 -1.37 -1.19
C 0.05 1.42 -3.85
C 4.32 0.66 0.41
C -0.52 4.54 0.74
H 4.27 -1.64 -2.10
H -0.43 2.16 -4.44
C 4.67 -1.10 -1.24
C -3.25 -0.15 2.37
N -1.34 1.54 -1.21
C -1.19 2.96 -1.20
C -2.52 -1.40 2.01
C -2.41 -3.78 1.83
H 7.58 -0.34 0.28
C 0.08 3.47 2.85
H -0.84 5.45 0.23
C -1.03 -3.73 1.68
C 5.68 0.49 0.75
C -1.02 0.44 -3.37
O 0.51 0.59 3.93
H -0.27 5.48 2.66
C -3.94 0.16 -1.00
H -2.92 0.67 1.72
C 0.03 0.76 2.86
H 1.52 -2.92 0.83
H -3.41 -2.33 -2.01
C -0.51 3.26 0.17
C -2.67 -1.59 -2.33
C -3.17 -2.62 2.01
H 6.63 -1.86 -1.46
C -1.87 -1.81 -3.47
C -0.32 -2.49 1.78
C 6.51 -0.33 0.03
H 6.11 1.04 1.50
C -1.76 0.61 -2.19
C 1.19 -2.49 1.75
O 1.58 0.55 -0.10
C 6.01 -1.14 -0.97
C -1.22 -0.76 -4.07
H 3.67 1.21 1.09
C -1.14 -1.33 1.83
H 1.61 -3.17 2.45
O 0.53 -1.32 -1.12
H -2.87 0.16 3.40
H -1.96 -2.77 -3.99
O -1.64 3.76 -1.97
N -0.20 2.20 0.94
H 0.24 3.67 3.89
H 1.68 -1.54 1.78
C 3.86 -0.19 -0.59
H -0.80 -0.77 -5.08
H 0.55 0.82 -4.58
N -0.53 -0.06 1.89
C -0.24 4.57 2.10
C -2.67 -0.32 -1.70
H -2.99 -4.69 1.86
H -4.46 -0.66 -0.56
H -0.50 -4.68 1.56
H -4.21 -2.70 2.30
C -0.01 2.25 2.22
N 2.37 -0.34 -0.72
H -4.31 -0.24 2.21
H 0.70 1.96 -3.19

The value obtained for the energy above the lowest of the compared OMol25 structures with the same formula, charge and spin is 0.7404 eV. For the lowest unoccupied orbital energy, the calculation gives -7.330 eV. Its total charge is +2.



DFT (the ωB97M-V functional and the def2-TZVPD basis) results for a 11-piece molecular cluster, C6H36N2O10 overall in a non-equilibrium geometry.

Atoms and positions in Å:
O 1.70 3.14 -1.79
H 2.96 1.19 0.78
H -0.67 -3.44 -1.08
H 2.18 0.82 -1.81
O 3.47 2.02 0.82
H -0.28 0.67 -1.37
H -1.63 -3.41 2.46
H -1.75 -2.54 1.14
H 2.52 -0.47 0.54
H 1.04 3.87 1.91
H -0.61 -1.41 0.71
C -2.02 1.22 -3.32
O -0.91 -5.14 0.28
H 0.63 -0.78 1.70
H -1.73 -4.63 0.54
H 4.28 1.79 1.27
O 0.87 -1.82 4.19
H 2.45 3.58 2.30
O 2.20 -0.05 -1.37
N -2.77 -0.06 -3.08
H -1.47 2.44 2.22
N -0.78 0.65 1.25
C -0.90 1.46 -0.97
C -1.06 1.45 2.50
H -1.42 2.91 -2.47
O 3.10 -0.79 1.25
H -2.53 1.77 -4.12
H 1.69 -1.53 4.59
H -1.81 1.00 3.22
H 0.14 -1.66 4.79
H -3.70 -0.03 -2.68
C -0.46 -0.76 1.54
H -2.15 -0.14 -0.17
H 1.86 3.91 -2.34
H 0.25 -0.30 -3.55
H -2.45 -0.75 -2.43
C -1.79 0.86 0.19
H 3.91 -1.06 0.79
H 1.56 -0.49 -1.96
H 2.10 3.33 -0.93
H -0.38 -1.79 -3.14
H -0.87 -1.10 2.48
O 0.34 -1.14 -3.09
H -0.23 -4.75 0.85
C -1.80 1.99 -2.05
H -1.03 0.83 -3.58
H -0.20 2.20 -0.43
H -0.53 -1.89 -0.96
H -2.73 1.31 0.64
O -1.11 -2.60 -1.27
O -1.94 -3.38 1.55
H -0.14 1.46 3.01
O 1.75 4.21 2.47
H -2.72 2.18 -1.53

The value obtained for the energy above the lowest of the compared OMol25 structures with the same formula, charge and spin is 4.2784 eV. For the lowest unoccupied orbital energy, the calculation gives 0.230 eV. Its total charge is 0.



DFT (the ωB97M-V functional and the def2-TZVPD basis) results for a 2-piece molecular cluster, C2H6FN5 overall in a non-equilibrium geometry.

Atoms and positions in Å:
C 1.23 -0.27 0.17
H 0.38 1.57 -0.36
H -3.52 -0.45 -0.12
N 0.18 -0.89 -0.32
F 0.34 -2.29 0.01
C -1.76 0.54 -0.01
H -2.12 -1.33 0.34
N 1.25 1.07 -0.49
N -2.54 -0.49 0.15
N 2.21 -0.36 0.96
H 2.50 -1.30 1.20
H 1.28 1.00 -1.48
H 1.95 1.56 -0.03
N -1.38 1.64 -0.04

The value obtained for the energy above the lowest of the compared OMol25 structures with the same formula, charge and spin is 1.0269 eV. For the lowest unoccupied orbital energy, the calculation gives 0.756 eV. Its total charge is 0.